(1)
# C3H5NO2S

The molecule C3H5NO2S in a non-equilibrium geometry (ωB97M-V with the def2-TZVPD basis set, the OMol25 dataset).

Each line ends with the natural charge from an NBO analysis.
Positions of all 12 atoms, in Å:
C -0.025 -1.367 -0.696  -0.468
C -0.697 0.643 2.016  0.073
C 0.795 0.941 -1.123  0.519
H 0.724 -1.676 -1.316  0.213
H -0.879 -1.162 -1.522  0.223
H -0.113 -2.427 -0.090  0.233
H 0.125 0.080 2.453  0.202
H 0.620 2.022 -0.711  0.169
N 0.506 -0.016 0.033  -0.190
O -0.750 0.453 0.644  -0.406
O 1.293 0.498 -2.199  -0.523
S -1.599 2.011 2.514  -0.045

Summary:
spin multiplicity: 1
ΔE to the lowest compared entry with this formula, charge and spin: 116.1 kcal per mole
lowest unoccupied orbital energy: -0.656 eV
HOMO level: -9.25 eV
SMILES string: CN(C=O)OC=S
charge: 0

---

(2)
# C3H5NO2S

The molecule C3H5NO2S in a non-equilibrium geometry (ωB97M-V with the def2-TZVPD basis set, the OMol25 dataset).

Each line ends with the natural charge from an NBO analysis.
Positions of all 12 atoms, in Å:
C -0.324 -0.203 0.128  0.145
C 0.887 -1.105 0.224  -0.598
C 2.278 -0.535 -0.043  0.448
H -2.042 1.423 -0.174  0.507
H 0.735 1.533 0.226  0.436
H 0.663 -1.865 -0.529  0.283
H 0.861 -1.649 1.190  0.275
H 3.119 -1.285 -0.046  0.131
N -0.165 1.071 0.210  -0.237
O -1.228 1.927 0.002  -0.536
O 2.587 0.631 -0.243  -0.538
S -1.881 -0.942 -0.129  -0.316

Summary:
spin multiplicity: 1
ΔE to the lowest compared entry with this formula, charge and spin: 51.1 kcal per mole
lowest unoccupied orbital energy: 0.388 eV
HOMO level: -8.76 eV
SMILES string: O=CCC(=S)NO
charge: 0

---

(3)
# C3H5NO2S2

A 2-piece molecular cluster, C3H5NO2S2 overall in a non-equilibrium geometry (ωB97M-V with the def2-TZVPD basis set, the OMol25 dataset).

Each line ends with the natural charge from an NBO analysis.
Positions of all 13 atoms, in Å:
C -0.593 -2.029 0.851  -0.743
C 0.372 2.065 0.628  -0.471
C 0.083 1.381 -0.436  0.116
N -0.833 0.875 -1.292  -0.824
O 0.633 -1.350 -1.279  -0.972
O 1.910 -0.035 0.966  -0.996
S 0.814 -2.023 0.068  1.262
S 1.876 1.166 0.096  1.134
H -0.639 -2.640 1.675  0.217
H -1.436 -1.579 0.601  0.207
H 0.279 3.049 1.013  0.236
H -0.718 -0.119 -1.468  0.440
H -1.747 1.238 -1.423  0.394

Summary:
spin multiplicity: 1
ΔE to the lowest compared entry with this formula, charge and spin: 119.9 kcal per mole
lowest unoccupied orbital energy: 0.277 eV
HOMO level: -8.99 eV
charge: 0

---

(4)
# C3H5NO3

The molecule C3H5NO3 in a non-equilibrium geometry (ωB97M-V with the def2-TZVPD basis set, the OMol25 dataset).

Each line ends with the natural charge from an NBO analysis.
Positions of all 12 atoms, in Å:
C -2.389 -0.145 -0.154  -0.269
C 2.310 -0.395 0.125  0.741
C 0.865 -0.043 0.118  -0.157
O -1.196 0.551 0.174  -0.497
O 3.158 0.655 0.100  -0.653
N 0.110 0.248 -0.828  -0.074
O 2.691 -1.521 0.237  -0.518
H 2.684 1.489 -0.024  0.494
H -0.123 0.093 0.950  0.356
H -2.256 -1.224 -0.037  0.177
H -3.174 0.209 0.519  0.203
H -2.680 0.084 -1.180  0.198

Summary:
spin multiplicity: 1
ΔE to the lowest compared entry with this formula, charge and spin: 125.1 kcal per mole
lowest unoccupied orbital energy: 0.442 eV
HOMO level: -10.28 eV
SMILES string: CO/N=C/C(=O)O
charge: 0

---

(5)
# C3H5NO3

The molecule C3H5NO3 in a non-equilibrium geometry (ωB97M-V with the def2-TZVPD basis set, the OMol25 dataset).

Each line ends with the natural charge from an NBO analysis.
Positions of all 12 atoms, in Å:
C -0.015 -1.309 0.783  -0.087
C -0.217 -0.100 -0.048  0.298
C 0.463 0.344 -1.319  -0.633
N -0.475 1.109 0.806  0.520
O 0.443 1.359 1.516  -0.369
O -1.514 1.707 0.722  -0.355
O -1.220 -1.096 0.063  -0.452
H 0.634 -2.097 0.511  0.184
H -0.154 -1.248 1.778  0.185
H -0.100 1.047 -1.772  0.226
H 0.720 -0.589 -2.028  0.241
H 1.435 0.872 -1.012  0.242

Summary:
spin multiplicity: 1
ΔE to the lowest compared entry with this formula, charge and spin: 134.1 kcal per mole
lowest unoccupied orbital energy: 0.367 eV
HOMO level: -10.92 eV
SMILES string: C[C@]1([N+](=O)[O-])CO1
charge: 0

---

(6)
# C3H5NO3

The molecule C3H5NO3 in a non-equilibrium geometry (ωB97M-V with the def2-TZVPD basis set, the OMol25 dataset).

Each line ends with the natural charge from an NBO analysis.
Positions of all 12 atoms, in Å:
C -1.520 -0.524 -0.966  0.507
N -0.943 -0.673 0.318  -0.613
C 0.460 -0.706 0.460  -0.290
C 1.134 0.794 0.604  0.741
O 1.861 1.255 -0.531  -0.691
O 0.469 1.629 1.273  -0.580
O -2.753 -0.252 -1.118  -0.577
H -0.934 -0.934 -1.855  0.145
H -1.346 -0.297 1.179  0.423
H 1.031 -1.210 -0.280  0.222
H 0.591 -1.243 1.406  0.223
H 1.950 2.161 -0.490  0.490

Summary:
spin multiplicity: 1
ΔE to the lowest compared entry with this formula, charge and spin: 50.2 kcal per mole
lowest unoccupied orbital energy: 0.078 eV
HOMO level: -10.12 eV
SMILES string: O=CNCC(=O)O
charge: 0

---

(7)
# C3H5NO3

The molecule C3H5NO3 (ωB97M-V with the def2-TZVPD basis set, the OMol25 dataset).

Each line ends with the natural charge from an NBO analysis.
Positions of all 12 atoms, in Å:
N 1.242 0.521 -0.012  -0.888
C 0.629 -0.708 -0.332  0.677
O 1.025 -1.490 -1.157  -0.541
C -0.659 -0.899 0.481  -0.191
O -1.134 0.414 0.775  -0.513
C -1.036 1.178 -0.341  0.654
O -0.997 0.743 -1.462  -0.584
H 1.851 0.937 -0.697  0.408
H 1.357 0.828 0.942  0.403
H -1.416 -1.496 -0.041  0.226
H -0.427 -1.371 1.434  0.213
H -1.013 2.237 -0.078  0.136

Summary:
spin multiplicity: 1
ΔE to the lowest compared entry with this formula, charge and spin: 34.5 kcal per mole
lowest unoccupied orbital energy: 0.703 eV
HOMO level: -10.15 eV
SMILES string: NC(=O)COC=O
charge: 0

---

(8)
# C3H5NO3

The molecule C3H5NO3 in a non-equilibrium geometry (ωB97M-V with the def2-TZVPD basis set, the OMol25 dataset).

Each line ends with the natural charge from an NBO analysis.
Positions of all 12 atoms, in Å:
C 0.913 0.329 0.364  -0.006
C 0.078 -0.945 0.247  -0.255
C -0.357 1.144 -0.018  0.655
H 2.616 -0.446 -0.472  0.469
H 1.333 0.544 1.370  0.186
H 0.539 -1.612 -0.498  0.198
H -0.228 -1.486 1.124  0.210
H -2.820 0.118 -1.027  0.484
N -0.956 -0.074 -0.388  -0.167
O 1.920 0.406 -0.605  -0.693
O -2.338 -0.252 -0.142  -0.555
O -0.700 2.275 0.044  -0.526

Summary:
spin multiplicity: 1
ΔE to the lowest compared entry with this formula, charge and spin: 100.8 kcal per mole
lowest unoccupied orbital energy: 0.521 eV
HOMO level: -9.51 eV
SMILES string: O=C1[C@H](O)CN1O
charge: 0

---

(9)
# C3H5NO3

The molecule C3H5NO3 in a non-equilibrium geometry (ωB97M-V with the def2-TZVPD basis set, the OMol25 dataset).

Each line ends with the natural charge from an NBO analysis.
Positions of all 12 atoms, in Å:
C -1.187 -1.282 -1.104  -0.301
C 0.225 0.200 0.280  0.367
C 0.265 1.689 0.599  0.321
H -1.569 -2.116 -0.213  0.208
H -0.555 -2.005 -1.618  0.217
H -2.155 -0.976 -1.743  0.219
H -0.439 2.320 -0.040  0.177
H 1.913 0.625 1.299  0.473
N 1.038 -0.632 0.547  -0.153
O -0.681 0.113 -0.596  -0.489
O 1.307 2.378 1.010  -0.514
O 1.838 -0.313 1.579  -0.526

Summary:
spin multiplicity: 1
ΔE to the lowest compared entry with this formula, charge and spin: 155.1 kcal per mole
lowest unoccupied orbital energy: -0.810 eV
HOMO level: -9.69 eV
SMILES string: CO/C(C=O)=N/O
charge: 0

---

(10)
# C3H5NO3

The molecule C3H5NO3 (ωB97M-V with the def2-TZVPD basis set, the OMol25 dataset).

Each line ends with the natural charge from an NBO analysis.
Positions of all 12 atoms, in Å:
C 0.852 -0.386 0.242  0.753
N -1.657 -0.617 -0.133  -0.827
C 0.242 1.163 -0.340  0.313
C -0.577 0.091 0.465  -0.105
O 1.452 0.788 0.592  -0.538
O 1.428 -1.558 0.368  -0.625
O 0.617 0.327 -1.351  -0.632
H 2.380 -1.460 0.207  0.506
H -1.516 -0.713 -1.132  0.385
H -2.551 -0.186 0.058  0.369
H 0.097 2.230 -0.491  0.193
H -0.767 0.321 1.514  0.208

Summary:
spin multiplicity: 1
ΔE to the lowest compared entry with this formula, charge and spin: 97.3 kcal per mole
lowest unoccupied orbital energy: 0.795 eV
HOMO level: -9.50 eV
charge: 0

---

Per-record energy, eV: -19607.4768; -19610.2941; -30442.9111; -10820.2616; -10819.8734; -10823.5125; -10824.1901; -10821.3155; -10818.9609; -10821.4685